Record 1
{
  "formula": "C4H15N2O2",
  "method": "ωB97M-V/def2-TZVPD",
  "symbols": ["C", "O", "C", "C", "C", "N", "N", "H", "H", "H", "H", "H", "H", "H", "H", "H", "H", "H", "H", "H", "H", "H", "O"],
  "xyz": [[-1.207, 1.375, 0.101], [-1.667, 1.652, 1.429], [0.046, 0.563, 0.229], [0.888, 0.467, -1.078], [0.663, -0.758, -1.950], [0.813, -2.026, -1.253], [0.893, 1.272, 1.288], [-1.075, 2.297, -0.449], [-1.978, 0.824, -0.447], [-2.391, 2.275, 1.395], [-0.069, -0.469, 0.538], [1.910, 0.383, -0.712], [0.702, 1.331, -1.717], [1.378, -0.616, -2.758], [-0.300, -0.732, -2.471], [1.859, 0.956, 1.338], [0.710, -2.780, -1.922], [0.077, -2.164, -0.574], [0.488, 1.051, 2.192], [0.799, 2.274, 1.108], [-0.157, -2.609, 2.230], [-1.638, -2.338, 1.914], [-0.744, -2.229, 1.568]],
  "mulliken_charge": [-0.717, -0.522, 0.510, -0.685, -0.595, -0.611, -0.294, 0.457, 0.367, 0.321, -0.074, 0.278, 0.275, 0.434, 0.344, 0.356, 0.287, 0.200, 0.353, 0.331, 0.292, 0.298, -0.607],
  "homo_lumo_gap_ev": 9.397,
  "e_tot_ev": -11459.9739,
  "total_charge": 1,
  "fmax_ev_per_a": 1.98,
  "e_homo_ev": -12.566,
  "e_above_lowest_kj_mol": 123.9
}

Record 2
{
  "formula": "C22H14IN3O2Pd",
  "method": "ωB97M-V/def2-TZVPD",
  "symbols": ["Pd", "O", "C", "N", "C", "O", "C", "C", "C", "C", "C", "N", "C", "C", "C", "C", "C", "N", "H", "H", "H", "H", "H", "H", "H", "H", "I", "C", "C", "C", "C", "C", "C", "C", "C", "C", "C", "H", "H", "H", "H", "H", "H"],
  "xyz": [[-0.111, -0.066, 0.167], [-2.138, 1.104, -3.199], [-1.577, 1.063, -2.117], [-0.855, -0.013, -1.681], [-0.829, -1.121, -2.482], [-1.358, -1.172, -3.577], [-0.066, -2.204, -1.822], [0.207, -3.399, -2.497], [0.957, -4.363, -1.859], [1.412, -4.129, -0.558], [1.103, -2.930, 0.056], [0.376, -1.990, -0.554], [-1.553, 2.136, -1.098], [-2.118, 3.388, -1.366], [-2.035, 4.371, -0.403], [-1.403, 4.090, 0.812], [-0.870, 2.831, 1.016], [-0.947, 1.872, 0.089], [-0.177, -3.526, -3.498], [1.184, -5.294, -2.359], [1.993, -4.865, -0.027], [1.441, -2.713, 1.064], [-2.599, 3.545, -2.319], [-2.461, 5.347, -0.585], [-1.329, 4.833, 1.589], [-0.371, 2.578, 1.946], [2.560, 0.712, 0.991], [1.963, 0.176, 2.979], [2.873, 0.313, 4.025], [2.477, -0.036, 5.306], [1.194, -0.516, 5.548], [0.257, -0.663, 4.506], [-1.047, -1.146, 4.727], [-1.957, -1.284, 3.682], [-1.576, -0.939, 2.394], [-0.291, -0.456, 2.135], [0.650, -0.306, 3.172], [3.869, 0.686, 3.840], [3.171, 0.065, 6.126], [0.902, -0.783, 6.552], [-1.345, -1.415, 5.729], [-2.952, -1.656, 3.871], [-2.298, -1.050, 1.579]],
  "mulliken_charge": [0.565, -0.493, 0.087, -0.233, 0.076, -0.490, 0.749, -0.840, -0.263, -0.921, -0.090, 0.038, 0.739, -0.837, -0.267, -0.918, -0.090, 0.038, 0.486, 0.467, 0.438, 0.444, 0.488, 0.467, 0.440, 0.443, 0.246, -0.060, -0.565, -0.653, -0.737, 0.678, -0.564, -1.026, 0.510, -0.379, 1.067, 0.497, 0.460, 0.478, 0.476, 0.459, 0.585],
  "homo_lumo_gap_ev": [4.064, 5.509],
  "s_squared": 6.074,
  "e_tot_ev": -43166.8988,
  "multiplicity": 5,
  "total_charge": 2,
  "fmax_ev_per_a": 3.48,
  "e_homo_ev": [-11.282, -15.675]
}